The following is a DFT calculation (wB97M-V/def2-TZVPD) of a cluster of 5 separate species, CH13N2O4 in total.

Last column: Löwdin charge in e.
Geometry (Å):
N -2.16935 1.47106 -0.93044  0.185
C -1.99441 1.58722 0.36168  -0.163
N -0.91703 1.10118 0.93894  0.169
H -1.32892 1.37643 -1.51246  0.140
H -3.04965 1.68025 -1.42242  0.159
H -2.78672 1.88465 1.04015  0.163
H -0.92979 0.95114 1.94387  0.137
H -0.02954 0.86997 0.43464  0.093
H 4.40410 -3.88226 -4.27906  0.141
H 3.43442 -4.01677 -3.06332  0.131
O 3.74448 -3.39160 -3.74725  0.272
H -2.52891 -3.24758 5.61630  0.124
H -1.90872 -3.84501 4.26827  0.120
O -2.69744 -3.42643 4.67100  0.212
H 1.70058 -0.57298 0.26006  0.064
H 2.17580 0.42722 1.33402  0.076
O 1.70765 0.36171 0.49311  -0.040
H 1.33957 4.16771 -1.80812  0.053
H 1.00882 3.16036 -2.76722  0.044
O 0.82508 3.34374 -1.83176  -0.079

Its spin multiplicity is 2. Its expectation value of S² is 0.757. Its orbital gap (alpha / beta) is 11.1 / 1.4 eV. Its net charge is +2. The total energy comes out at -455.6193 hartree. For the relative energy (zero: lowest compared OMol25 entry of this formula, charge and spin), the calculation gives 0.000 eV.

The following is a DFT calculation (wB97M-V/def2-TZVPD) of a cluster of 4 separate species, C3H10N2O3 in total.

Last column: Löwdin charge in e.
Geometry (Å):
C -0.67286 1.39596 -0.10015  -0.041
C -0.71751 0.65102 -1.41278  -0.051
N 0.31906 -0.16264 -1.78497  0.154
C 1.00547 1.00009 -1.34203  -0.073
N 0.96285 1.32149 0.06907  0.086
H -1.09187 2.41886 -0.24244  0.138
H -1.51380 0.85787 -2.21788  0.179
H 1.35371 1.68954 -2.09446  0.153
H 0.96445 0.57714 0.82099  0.127
H -1.12406 0.98717 0.77999  0.079
H -1.24686 -0.27557 3.47091  -0.057
O -0.97298 -0.17233 2.55986  -0.348
H -0.46660 -2.34042 0.75771  -0.080
H -1.15357 -1.08854 1.58202  -0.050
O -1.24402 -1.86761 0.78779  -0.192
H 2.32343 -2.30707 -0.46381  0.055
H 1.42553 -1.16525 -0.96009  -0.061
O 1.84963 -1.51969 -0.20973  -0.016

Its orbital gap is 4.3 eV. Its net charge is 0. The total energy comes out at -455.2300 hartree. For the relative energy (zero: lowest compared OMol25 entry of this formula, charge and spin), the calculation gives 9.296 eV.

The following is a DFT calculation (wB97M-V/def2-TZVPD) of a cluster of 2 separate species, C3H10S2 in total.

Last column: Löwdin charge in e.
Geometry (Å):
C 2.37686 -3.78476 -0.89890  -0.428
S 0.76160 -4.74346 -1.28557  0.556
H 3.02826 -4.49068 -0.29990  0.037
H 2.91697 -3.44336 -1.77583  0.015
H 2.08897 -2.94220 -0.26912  0.007
H 0.61835 -5.26926 -0.06689  -0.188
C -2.13703 2.88230 -0.25678  -0.144
C -0.94736 2.95725 0.90091  -0.757
S 0.45138 2.03809 0.69497  0.680
H -3.03484 2.32917 0.00875  0.039
H -1.71478 2.50244 -1.28384  0.086
H -2.47250 3.94701 -0.26923  0.055
H -0.44303 3.88876 1.11817  0.014
H -1.64025 2.88721 1.86816  0.116
H 0.14740 1.24149 1.81508  -0.089

The structure (SMILES) is CCS.CS. Its orbital gap is 9.6 eV. Its net charge is 0. The total energy comes out at -916.5901 hartree. For the relative energy (zero: lowest compared OMol25 entry of this formula, charge and spin), the calculation gives 2.009 eV.

The following is a DFT calculation (wB97M-V/def2-TZVPD) of a cluster of 2 separate species, CH3ClINO in total.

Last column: Löwdin charge in e.
Geometry (Å):
C -0.07902 -0.00687 1.03197  -0.105
N -0.00929 -0.67234 -1.09393  -0.502
O 0.73328 -0.32863 -0.06713  -0.302
Cl 0.96502 -1.52833 -2.19916  0.590
I -0.87444 2.35506 -1.71454  0.121
H -1.04217 -0.36796 0.99958  0.068
H -0.13002 1.00249 1.17071  0.028
H 0.43664 -0.45343 1.87251  0.103

Its orbital gap (alpha / beta) is 6.3 / 9.6 eV. Its net charge is 0. The total energy comes out at -927.6227 hartree. For the relative energy (zero: lowest compared OMol25 entry of this formula, charge and spin), the calculation gives 0.547 eV.

The following is a DFT calculation (wB97M-V/def2-TZVPD) of the molecule C4H10N2O.

Last column: Löwdin charge in e.
Geometry (Å):
N -1.76241 0.64136 -0.05656  0.002
C -1.37670 -0.73459 -0.33824  -0.189
C -0.47804 -1.36180 0.71021  -0.488
N 0.74203 -0.74796 0.92956  0.055
C 1.54298 0.09270 0.05485  -0.257
C 1.06821 1.39802 -0.58774  -0.101
O -0.76871 -2.34154 1.36027  0.057
H -2.05642 0.72033 0.90788  0.083
H -2.55370 0.84432 -0.65051  0.074
H -0.83411 -0.75989 -1.28230  0.117
H -2.26526 -1.34082 -0.28687  0.109
H 1.29829 -1.37339 1.49524  0.133
H 2.44240 0.36594 0.60228  0.106
H 2.00912 -0.54058 -0.71915  0.113
H 0.22649 1.28750 -1.24865  0.039
H 0.77567 2.12479 0.16888  0.073
H 1.99015 1.72561 -1.05915  0.072

The structure (SMILES) is CCNC(=O)CN. Its orbital gap is 10.3 eV. Its net charge is 0. The total energy comes out at -343.1519 hartree. For the relative energy (zero: lowest compared OMol25 entry of this formula, charge and spin), the calculation gives 1.348 eV.

The following is a DFT calculation (wB97M-V/def2-TZVPD) of a structure of composition C3H5NS2.

Last column: Löwdin charge in e.
Geometry (Å):
C 0.99965 0.33886 -0.87420  -0.281
C 0.20393 1.09504 -1.63589  -0.427
C 0.48095 -0.95062 -0.75958  -0.315
N -0.69212 -1.18983 -1.32995  -0.332
S -1.21138 0.16961 -2.04612  0.932
S -0.99911 1.24555 1.50990  0.532
H 1.90323 0.70215 -0.37944  0.117
H 0.30231 2.26094 -1.76632  0.131
H 0.94056 -1.93557 -0.27411  0.155
H -1.20408 0.81787 0.19190  -0.226
H 0.15092 0.72668 1.55405  -0.285

Its orbital gap is 10.0 eV. Its net charge is 0. The total energy comes out at -968.3937 hartree. For the relative energy (zero: lowest compared OMol25 entry of this formula, charge and spin), the calculation gives 1.397 eV.

The following is a DFT calculation (wB97M-V/def2-TZVPD) of a cluster of 2 separate species, CH3IO in total.

Last column: Löwdin charge in e.
Geometry (Å):
C 1.20075 -0.10596 -0.24952  -0.288
O 0.64918 0.91834 -0.32907  0.045
I -2.93544 -0.07221 -0.08515  0.474
H -1.91509 0.37499 0.93726  -0.435
H 2.22217 -0.22465 -0.71185  0.104
H 0.77843 -0.89052 0.43833  0.099

Its spin multiplicity is 3. Its expectation value of S² is 2.006. Its orbital gap (alpha / beta) is 7.3 / 7.6 eV. Its net charge is 0. The total energy comes out at -412.6510 hartree. For the relative energy (zero: lowest compared OMol25 entry of this formula, charge and spin), the calculation gives 0.884 eV.

The following is a DFT calculation (wB97M-V/def2-TZVPD) of the molecule C2H8N2O3.

Last column: Löwdin charge in e.
Geometry (Å):
C -0.45426 -0.08374 0.21825  -0.683
C -1.08208 1.44409 0.45724  0.026
N 1.24255 -0.99174 -1.35854  -0.061
N 0.06003 -0.06194 -1.09506  0.045
O -1.49287 -0.99243 0.35112  0.030
O 0.52511 -0.36619 1.17940  0.009
O 2.45182 -0.50571 -0.79667  -0.091
H -1.49884 -1.58935 -0.40702  0.107
H 0.08570 -0.55971 2.01517  0.115
H 2.37311 -0.47630 0.17241  0.069
H 1.04563 -1.88695 -0.90093  0.107
H 0.39292 0.84395 -1.40034  0.116
H -1.66913 1.37941 1.36854  0.069
H -0.25579 2.13881 0.57201  0.071
H -1.72393 1.70780 -0.37559  0.071

The structure (SMILES) is CC(O)(O)NNO. Its orbital gap is 10.3 eV. Its net charge is 0. The total energy comes out at -416.1425 hartree. For the relative energy (zero: lowest compared OMol25 entry of this formula, charge and spin), the calculation gives 3.156 eV.

> relative energy (zero: lowest compared OMol25 entry of this formula, charge and spin) of number 8 (C2H8N2O3)?

3.156 eV